(1)
A 5-piece molecular cluster, C3H7N3O2 overall in a non-equilibrium geometry, computed with ωB97M-V with the def2-TZVPD basis set.

Computed properties:
Kohn-Sham gap: 0.267 Eh
charge: 0
largest force on an atom: 0.1475 Eh/bohr
energy above the lowest of the compared OMol25 structures with the same formula, charge and spin: 407.7 kcal/mol
E_HOMO: -9.28 eV
total energy: -11773.6340 eV

Cartesian coordinates (Å):
O  -2.8574  0.3348  -0.1285
O  -1.4806  -1.7797  0.1873
N  1.4831  0.1616  -0.1749
N  1.1180  -2.0798  -0.3432
N  -1.4569  0.5418  -0.1263
C  -0.8298  -0.6400  -0.0502
C  0.6845  -0.7724  -0.2980
C  1.1269  1.6320  0.1438
H  2.3713  2.6825  -0.5821
H  2.3132  -1.7042  0.5743
H  0.8765  -2.8923  0.4472
H  1.0937  1.7005  1.9019
H  -2.8020  -0.6472  -0.1129
H  -1.2101  1.5886  -0.6222
H  -0.4306  1.8737  -0.8163

Forces on the atoms, in the same order (eV/Å):
0.9 0.1 0.2
2.1 5.1 -1.0
1.4 6.5 0.8
5.0 -2.0 5.3
-2.9 -0.6 0.4
-0.8 -4.5 -0.4
-3.8 -1.3 2.4
1.6 -1.5 -0.6
-3.1 -2.6 1.9
-3.1 -1.5 -3.5
-0.6 3.4 -2.9
-0.1 0.1 -4.4
-0.9 -0.4 0.1
-1.6 -2.8 1.4
6.0 2.2 0.3

***

(2)
An isolated ion of composition C12H23F5O2PS and charge -1 in a non-equilibrium geometry, computed with ωB97M-V with the def2-TZVPD basis set.

Computed properties:
Kohn-Sham gap: 0.286 Eh
charge: -1
largest force on an atom: 0.1430 Eh/bohr
E_HOMO: -4.64 eV
total energy: -50617.1993 eV

Cartesian coordinates (Å):
S  0.3054  2.6640  -0.6431
P  -1.0813  2.2601  1.0018
F  3.6370  3.5136  -0.6442
F  1.4404  4.9462  -1.6408
F  2.5452  3.3054  1.4061
F  0.4570  5.1215  0.4375
F  3.2994  5.3041  0.6519
O  1.4035  1.6008  -0.7144
O  -0.3242  2.7079  -2.0147
C  -2.5083  -1.3050  -0.2531
C  2.7120  4.0719  0.2558
C  2.6230  -2.4590  -1.4781
C  -1.8449  -1.9892  1.0273
C  -2.3414  1.3751  -0.1220
C  1.2621  4.2945  -0.3965
C  -2.7729  -2.4173  -1.4021
C  0.4739  -2.9221  0.0462
C  2.7330  -2.7131  1.2649
C  1.8902  -2.7176  -0.0988
C  -0.2557  -1.9456  1.0866
C  -1.7780  0.0041  -0.7926
H  -2.2550  -1.5605  1.9988
H  -2.1419  -3.1016  1.0345
H  0.0569  -2.2975  2.1381
H  3.7412  -3.2317  1.1457
H  2.0716  -2.8496  -2.3882
H  -2.9900  -3.4422  -0.9665
H  -0.4185  1.0259  1.3835
H  -2.0704  0.0957  -1.9026
H  -0.6450  -0.0318  -0.7782
H  -0.0576  -3.7583  -0.5192
H  2.7562  -1.3208  -1.5669
H  -1.6997  3.5486  0.7277
H  -0.1430  2.9666  1.8746
H  -3.6833  -2.1191  -2.0184
H  -3.2845  1.2037  0.4945
H  -1.8751  -2.4022  -2.0959
H  3.6866  -2.8772  -1.3741
H  -1.9647  2.0550  2.1535
H  -2.6559  2.0803  -0.9746
H  2.9723  -1.6286  1.5677
H  0.2064  -0.9211  0.9440
H  -3.5622  -0.9723  0.0707
H  2.0802  -3.1614  2.0735

Forces on the atoms, in the same order (eV/Å):
2.8 -3.5 -5.8
-3.2 -0.1 4.2
-2.3 1.0 2.2
-0.3 -1.1 2.5
0.9 1.5 -2.4
2.0 -1.2 -1.6
-1.3 -2.3 -0.7
-1.6 2.4 1.2
0.5 1.2 2.6
-0.8 -0.5 0.3
0.9 0.4 0.5
0.7 -0.5 1.4
0.4 -0.4 0.0
-0.1 -0.5 -1.7
0.0 1.7 -0.5
0.2 1.1 0.0
2.3 0.9 0.0
-0.4 2.1 -0.7
-1.9 -0.9 0.3
0.6 -1.9 0.8
-1.3 0.5 -0.9
0.5 -0.3 -1.3
0.4 1.6 0.0
-0.5 0.6 -1.2
-1.5 0.4 0.0
0.6 0.4 1.2
0.5 1.2 -0.5
0.4 -0.1 -0.8
0.6 -0.3 1.5
-1.3 -0.1 0.2
0.3 2.1 -0.1
-0.4 -1.6 0.1
0.1 0.1 -0.5
0.3 0.0 -0.4
1.1 -0.3 0.7
1.3 0.0 -0.6
-1.0 -0.5 0.8
-1.4 0.4 -0.6
0.1 0.1 0.0
0.6 -1.0 1.2
-0.2 -1.5 -0.2
-0.9 -1.2 0.2
1.5 -0.4 -0.4
1.1 0.4 -1.0

***

(3)
C45H37BrClF4N3OPPdSi as an isolated structure in a non-equilibrium geometry, computed with ωB97M-V with the def2-TZVPD basis set.

Computed properties:
Kohn-Sham gap: 0.178 Eh
charge: +1
largest force on an atom: 0.0871 Eh/bohr
energy above the lowest of the compared OMol25 structures with the same formula, charge and spin: 34.9 kcal/mol
E_HOMO: -9.74 eV
total energy: -167859.2552 eV

Cartesian coordinates (Å):
Pd  1.5068  0.5965  -0.6727
Br  4.2506  0.4704  -0.7947
Cl  0.5658  2.5213  -6.1530
P  1.7674  0.5889  1.5934
Si  -1.3784  -1.6056  -0.8892
F  6.8797  0.5632  0.5394
F  7.5435  0.8070  3.1706
F  5.5616  1.0294  5.0439
F  2.9846  0.9826  4.2777
O  0.1327  -1.3056  -0.7611
N  1.5107  0.5274  -2.8913
N  -4.1971  3.0645  -1.9880
N  0.4176  2.7807  -0.9356
C  -1.8023  3.5976  -1.2511
C  -3.5622  -1.3664  -4.4534
C  2.0059  -2.1133  1.6949
C  -4.7055  0.3333  0.8121
C  2.0383  -3.3694  2.2709
C  -4.1164  1.4372  1.4040
C  -0.5037  -4.2911  -0.6332
C  -3.1920  -1.2760  -3.1227
C  5.2615  0.9181  3.7546
C  1.1917  -2.4486  4.3222
C  -0.1106  5.0487  -0.4027
C  5.9244  0.6810  1.4568
C  -1.4686  -2.4101  -4.9689
C  -1.6760  -3.4884  -0.1287
C  4.5882  0.6628  1.0692
C  1.1129  4.2113  3.2925
C  1.1017  1.4597  -3.7370
C  1.1432  1.2793  -5.1154
C  -2.9895  -4.0106  -0.6469
C  3.9356  0.8919  3.3450
C  -1.9589  -1.7573  -2.6988
C  2.1018  -0.8628  -4.7246
C  0.7733  3.9834  -0.4937
C  -0.8413  2.5874  -1.3129
C  -2.7398  1.5878  1.3481
C  1.0458  1.9101  2.5975
C  6.2718  0.8076  2.7996
C  1.6578  0.0944  -5.6213
C  1.6354  -3.5367  3.5886
C  -0.1583  1.7451  3.2717
C  1.1713  -1.1847  3.7574
C  2.0017  -0.6136  -3.3645
C  -1.9638  0.6302  0.7183
C  -1.6490  -3.3173  1.3712
C  -0.7044  2.8024  3.9799
C  -1.4276  4.8606  -0.7836
C  -2.5397  -0.4810  0.1125
C  1.5775  -1.0138  2.4396
C  3.5640  0.7647  2.0084
C  -0.0688  4.0329  3.9946
C  -2.7049  -1.9369  -5.3784
C  -3.9242  -0.6152  0.1783
C  -1.1042  -2.3210  -3.6377
C  -3.1300  3.3143  -1.6579
C  1.6688  3.1575  2.5942
H  -0.7930  -2.8576  -5.6833
H  2.3263  -1.3429  -2.6263
H  0.4334  -3.8484  -0.3104
H  -0.7376  -2.8156  1.6906
H  -3.8284  -3.4360  -0.2672
H  -2.1496  5.6628  -0.7360
H  2.3962  -4.2183  1.7046
H  -3.0187  -4.0127  -1.7340
H  -3.8685  -0.8195  -2.4171
H  -1.6276  2.6591  4.5193
H  -0.6709  0.7951  3.2402
H  -0.1402  -2.6891  -3.3188
H  -1.1012  1.6015  -1.6897
H  -4.5267  -0.9929  -4.7638
H  -4.4089  -1.4720  -0.2650
H  -2.2714  2.4560  1.7882
H  -1.6719  -4.3014  1.8421
H  2.2992  -1.9732  0.6560
H  1.6056  5.1708  3.2987
H  0.8665  -0.3425  4.3557
H  -4.7221  2.1712  1.9142
H  -0.8808  0.7350  0.6849
H  0.2282  6.0090  -0.0474
H  -0.5165  -4.3503  -1.7176
H  -2.9980  -2.0128  -6.4145
H  -0.4913  4.8502  4.5577
H  0.7405  2.3911  -3.3238
H  -2.5056  -2.7508  1.7274
H  0.8910  -2.5751  5.3507
H  1.7155  -0.0658  -6.6861
H  1.8124  4.1052  -0.2201
H  1.6767  -4.5120  4.0492
H  -3.1285  -5.0377  -0.3100
H  -0.5611  -5.3083  -0.2414
H  2.5255  -1.7864  -5.0843
H  -5.7793  0.2222  0.8303
H  2.6030  3.2886  2.0629

Forces on the atoms, in the same order (eV/Å):
-0.8 -0.6 -0.7
-0.3 0.2 0.3
0.0 0.0 0.0
0.4 -0.6 0.8
-3.2 -2.8 0.3
0.0 0.0 0.2
-0.3 0.0 -0.1
0.0 0.0 -0.4
0.4 0.0 0.1
3.9 2.2 0.5
0.0 -0.3 1.2
-0.4 -0.1 -0.1
0.2 -0.5 0.2
0.8 0.2 0.2
-0.2 0.0 -0.1
0.0 0.1 -0.2
-0.1 0.0 0.1
0.2 -0.1 0.1
0.1 0.1 0.0
-0.1 -0.3 0.2
0.0 0.0 -0.2
0.1 0.0 -0.1
0.1 0.0 0.0
0.0 -0.1 -0.1
-0.2 0.0 -0.1
0.0 -0.1 -0.1
0.5 2.7 -0.9
0.2 0.0 0.2
0.1 0.1 0.0
-0.2 0.6 -0.4
0.1 -0.2 0.3
0.0 -0.4 0.1
-0.1 0.0 0.0
0.2 0.8 0.9
0.0 0.2 0.1
0.0 0.4 0.1
-0.3 0.1 -0.1
-0.1 0.1 0.2
-0.3 0.1 -0.6
-0.2 0.0 0.0
-0.1 0.1 0.2
0.0 0.1 -0.1
0.0 -0.2 -0.1
-0.1 0.1 0.0
0.2 -0.6 -0.2
-0.1 -0.1 0.1
0.0 -0.4 0.0
0.1 0.0 0.1
0.1 -0.4 -0.1
0.7 0.1 -0.7
-0.4 0.0 -0.6
0.1 0.3 -0.6
-0.1 -0.1 0.0
0.0 0.0 -0.1
-0.1 0.0 0.0
0.1 0.0 -0.1
-0.2 -0.1 -0.1
0.1 -0.1 0.0
0.0 -0.1 -0.1
-0.2 0.0 -0.1
0.2 0.0 0.0
0.1 0.1 0.1
-0.2 0.1 0.0
0.0 0.0 0.0
-0.1 0.0 -0.1
-0.1 0.0 -0.1
-0.1 0.1 0.1
-0.1 0.0 0.0
-0.1 0.0 0.0
0.2 -0.1 0.0
-0.1 0.1 0.1
-0.1 0.0 -0.1
0.0 0.0 -0.1
0.0 0.1 0.1
0.0 -0.2 0.3
-0.1 -0.1 0.1
0.1 0.1 0.0
-0.1 0.0 0.1
-0.1 0.1 0.0
-0.1 0.1 0.0
0.1 0.0 0.0
0.1 -0.1 -0.2
0.0 0.0 -0.1
-0.1 0.1 0.0
0.0 -0.1 0.0
-0.1 0.1 0.1
-0.1 0.0 0.1
0.0 0.0 -0.1
0.0 0.0 0.0
0.0 -0.1 0.0
-0.1 -0.3 0.0
0.1 -0.3 0.0
0.0 -0.1 0.1
-0.1 0.0 0.1
0.1 0.1 0.0

***

(4)
C4H4FeO2 as an isolated structure in a non-equilibrium geometry, computed with ωB97M-V with the def2-TZVPD basis set.

Computed properties:
Kohn-Sham gap (alpha / beta): 0.131 / 0.122 Eh
charge: -2
largest force on an atom: 0.0436 Eh/bohr
E_HOMO (alpha / beta): 2.23 / 2.48 eV
total energy: -42685.2632 eV
<S²>: 6.027
multiplicity: 5

Cartesian coordinates (Å):
Fe  -3.2857  2.1658  -0.4089
O  2.7449  -0.1549  0.5892
O  -2.8693  0.4502  0.1168
C  0.4745  -0.7400  0.2018
C  1.4909  0.1344  0.0688
C  -2.0152  -0.5387  0.3954
C  -0.8613  -0.5988  -0.3561
H  -0.9160  -0.2382  -1.4040
H  0.5835  -1.4972  0.9913
H  1.2737  1.2411  -0.0681
H  3.3799  -0.2237  -0.1261

Forces on the atoms, in the same order (eV/Å):
-0.2 0.7 -0.3
1.4 -0.1 0.8
0.2 -1.9 -0.1
-1.8 -0.4 0.6
-1.1 1.7 -0.9
-0.4 0.7 1.3
1.3 0.4 -1.2
0.1 0.7 0.3
0.3 -0.3 -0.2
0.4 -1.5 -0.4
-0.2 0.0 0.0

***

(5)
A 2-piece molecular cluster, C9H26NO3P overall in a non-equilibrium geometry, computed with ωB97M-V with the def2-TZVPD basis set.

Computed properties:
Kohn-Sham gap: 0.211 Eh
charge: 0
largest force on an atom: 0.1564 Eh/bohr
E_HOMO: -5.99 eV
total energy: -26666.3787 eV

Cartesian coordinates (Å):
P  -1.9711  0.5462  -2.5033
O  1.7468  1.8603  -0.0795
O  1.3703  3.5687  -1.7372
O  0.6940  -3.5125  1.8497
N  0.8638  -0.9344  1.2518
C  -0.3114  -1.3207  2.0957
C  1.9335  2.2367  -1.3639
C  0.9625  -4.2541  3.0397
C  2.6906  1.2700  -2.4992
C  -1.7168  1.6851  -0.9913
C  -0.5614  -2.8194  1.8706
C  -1.2004  3.2014  -1.3395
C  0.0166  -0.9830  3.5421
C  0.0665  3.2867  -2.3757
H  -0.5145  0.3507  -2.5145
H  1.8580  0.4697  -2.8019
H  1.4727  -3.6109  3.7610
H  0.6271  -0.9255  0.2516
H  -3.4131  0.6181  -2.4471
H  -1.0378  1.1156  -0.1927
H  -2.0301  -0.6218  -1.6183
H  0.1940  2.3676  -3.0883
H  -0.8164  3.6642  -0.3083
H  -2.0683  3.8998  -1.7039
H  1.5836  -1.6704  1.3635
H  -1.1671  -0.7254  1.7552
H  1.2753  -0.0276  1.5030
H  -1.8918  1.6204  -3.4599
H  0.0722  0.1043  3.6790
H  -2.0068  -0.4006  -3.6224
H  -1.2694  -3.2362  2.5973
H  0.0543  -4.6708  3.4850
H  3.6552  0.7520  -2.0801
H  -1.0023  -2.9587  0.8745
H  0.9784  -1.3988  3.8570
H  -2.7807  1.8071  -0.4636
H  -0.1486  4.2209  -3.0874
H  -0.7590  -1.3652  4.2145
H  1.6335  -5.0770  2.7825
H  2.9178  1.8674  -3.4956

Forces on the atoms, in the same order (eV/Å):
0.0 -1.0 -0.2
1.5 1.8 -7.7
0.9 -4.2 0.5
-0.7 -0.1 0.5
0.4 -0.4 -0.4
-0.3 -0.1 0.6
-1.4 -0.4 5.2
0.4 0.0 0.0
-1.3 0.5 -0.3
-0.9 1.3 1.7
0.3 0.1 -1.0
0.9 -0.2 1.4
0.0 0.4 0.2
-1.6 0.9 -1.8
1.0 0.1 0.0
1.8 1.6 0.9
-0.1 -0.1 0.2
-0.1 0.4 0.0
-0.4 0.3 -0.1
-1.0 1.3 -1.6
0.1 -0.5 0.8
-0.5 1.6 1.5
-0.7 -0.7 -2.3
1.7 -1.6 0.5
-0.3 0.2 0.1
0.2 -0.2 -0.1
-0.2 0.1 -0.3
0.1 0.7 -0.1
0.0 -0.2 0.0
-0.3 0.0 -0.1
0.3 0.2 0.0
0.0 0.1 -0.1
-2.1 1.2 -0.6
0.0 0.0 0.2
-0.1 -0.1 -0.1
2.1 -0.2 -1.0
0.7 -2.0 1.6
0.1 0.1 -0.2
-0.1 0.1 -0.1
-0.4 -1.0 2.4